Arrangement A

Molecular formula: C4H12
Method: DFT, ωB97M-V/def2-TZVPD

* net charge: 0
* highest occupied orbital energy: -11.55 eV
* frontier orbital gap: 12.661 eV
* LUMO energy: 1.115 eV

Positions of all 16 atoms, in Å:
C -0.8615 -0.4837 -1.4377
C -1.7427 -1.5590 -2.1447
H -0.0454 -0.1913 -2.0840
H -1.4450 0.3694 -1.1113
H -0.3954 -1.0336 -0.6239
H -1.1706 -2.4811 -2.1726
H -2.6243 -1.7052 -1.5212
H -2.0671 -1.2369 -3.1279
C 0.9250 0.5495 1.3115
C 1.5969 1.5580 2.2342
H -0.1444 0.4052 1.4515
H 1.1177 0.8036 0.2788
H 1.3285 -0.4199 1.6226
H 1.3558 2.5919 1.9880
H 2.6731 1.4818 2.0404
H 1.4995 1.3513 3.2965

***

Arrangement B

Molecular formula: C4H12
Method: DFT, ωB97M-V/def2-TZVPD

* net charge: 0
* highest occupied orbital energy: -10.54 eV
* frontier orbital gap: 11.632 eV
* LUMO energy: 1.089 eV

Positions of all 16 atoms, in Å:
C -0.3572 1.6458 -0.5542
C 0.7984 1.7639 -1.6234
H 0.0105 2.0213 0.5108
H -1.3444 2.0035 -0.8914
H -0.4715 0.5545 -0.0726
H 0.8269 0.8579 -2.2503
H 1.7656 1.8055 -1.2571
H 0.9967 2.6300 -2.0961
C -0.6698 -1.8041 1.7100
C 0.1511 -1.5464 0.5116
H -0.5604 -2.8274 2.1342
H -0.6427 -0.9765 2.3484
H -1.7506 -2.0232 1.3311
H 1.1158 -2.0901 0.3588
H 0.4539 -0.4262 0.3690
H -0.3222 -1.5883 -0.5288

***

Of them, arrangement A has the highest stability.

***

Arrangement A

Molecular formula: C4H12
Method: DFT, ωB97M-V/def2-TZVPD

* net charge: 0
* highest occupied orbital energy: -11.65 eV
* frontier orbital gap: 12.781 eV
* LUMO energy: 1.136 eV

Positions of all 16 atoms, in Å:
C -0.8943 -1.8255 0.7485
C -0.8270 -3.1355 -0.0318
H -1.4980 -1.8912 1.6551
H 0.0362 -1.4090 1.1382
H -1.3508 -1.0299 0.1579
H -1.5647 -3.1347 -0.8312
H -1.0001 -3.9937 0.6139
H 0.1527 -3.2619 -0.4939
C 1.0806 1.9223 0.1156
C 0.6076 3.0605 -0.8283
H 1.1579 2.1780 1.1695
H 0.4847 1.0166 0.0153
H 2.0898 1.6237 -0.1884
H 1.2719 3.1090 -1.6897
H -0.3517 2.7636 -1.2495
H 0.6051 4.0079 -0.3014

***

Arrangement B

Molecular formula: C4H12
Method: DFT, ωB97M-V/def2-TZVPD

* net charge: 0
* highest occupied orbital energy: -11.31 eV
* frontier orbital gap: 12.508 eV
* LUMO energy: 1.202 eV

Positions of all 16 atoms, in Å:
C -1.9337 -0.3445 -1.1302
C -1.0791 -1.2829 -0.1913
H -1.7408 -0.7217 -2.1936
H -2.9306 -0.2875 -0.9180
H -1.7420 0.7548 -1.0766
H -1.5017 -2.3248 -0.2312
H -1.1641 -0.9356 0.8579
H -0.0297 -1.4296 -0.4063
C 1.0218 1.2126 1.1153
C 1.9439 0.4494 0.1659
H -0.0553 0.8643 1.2041
H 1.4050 0.9809 2.1115
H 1.1149 2.3747 0.9923
H 2.1897 1.0442 -0.7989
H 2.9063 0.2114 0.7549
H 1.5954 -0.5657 -0.2558

***

Arrangement C

Molecular formula: C4H12
Method: DFT, ωB97M-V/def2-TZVPD

* net charge: 0
* highest occupied orbital energy: -11.15 eV
* frontier orbital gap: 12.262 eV
* LUMO energy: 1.113 eV

Positions of all 16 atoms, in Å:
C -1.4334 1.1286 -0.8147
C -0.3229 1.9906 -1.3952
H -2.3070 0.7853 -1.4140
H -0.8621 0.2569 -0.4311
H -2.1436 1.5404 -0.0701
H 0.1955 2.5093 -0.5883
H 0.3714 1.3153 -1.9076
H -0.5107 2.6203 -2.2524
C 1.5836 -1.3697 1.4429
C 0.2347 -1.7272 0.7667
H 2.2530 -2.2445 1.4980
H 1.9126 -0.4143 0.9112
H 1.3501 -1.0022 2.4342
H -0.4967 -1.8571 1.5738
H 0.0060 -2.6646 0.2473
H -0.1479 -1.0629 0.0073

***

Arrangement D

Molecular formula: C4H12
Method: DFT, ωB97M-V/def2-TZVPD

* net charge: 0
* highest occupied orbital energy: -11.21 eV
* frontier orbital gap: 12.340 eV
* LUMO energy: 1.132 eV

Positions of all 16 atoms, in Å:
C -1.7904 1.0440 0.1869
C -1.1175 2.2934 -0.3682
H -1.1755 0.4889 0.9100
H -2.7558 1.2846 0.6358
H -2.1352 0.3676 -0.6137
H -1.7771 3.1265 -0.0682
H -0.8115 2.3484 -1.3988
H -0.3016 2.5762 0.2876
C 2.1526 -1.3610 0.1651
C 0.7932 -2.0238 0.0100
H 3.0627 -1.9985 0.1094
H 2.3068 -0.8229 -0.7978
H 2.3028 -0.6416 0.9630
H -0.0671 -1.3784 0.2443
H 0.5552 -2.7893 0.7391
H 0.5839 -2.2808 -1.0245

***

Of them, arrangement A has the highest stability.

***

Arrangement A

Molecular formula: C4H12
Method: DFT, ωB97M-V/def2-TZVPD

* net charge: 0
* highest occupied orbital energy: -11.79 eV
* frontier orbital gap: 12.897 eV
* LUMO energy: 1.105 eV

Positions of all 16 atoms, in Å:
C -1.9836 0.4984 -1.7781
C -1.1567 -0.7815 -1.7484
H -2.8912 0.4529 -1.1888
H -1.4073 1.3534 -1.3959
H -2.2902 0.7801 -2.7816
H -1.6878 -1.6481 -1.3514
H -0.2324 -0.6767 -1.1738
H -0.8280 -1.0521 -2.7512
C 0.8932 -0.0155 2.1152
C 2.2318 0.2896 1.4477
H 0.7667 -1.0920 2.2422
H 0.7858 0.5073 3.0748
H 0.0407 0.3146 1.5227
H 2.2199 1.2072 0.8609
H 3.0419 0.3518 2.1770
H 2.4970 -0.4894 0.7286

***

Arrangement B

Molecular formula: C4H12
Method: DFT, ωB97M-V/def2-TZVPD

* net charge: 0
* highest occupied orbital energy: -11.41 eV
* frontier orbital gap: 12.561 eV
* LUMO energy: 1.155 eV

Positions of all 16 atoms, in Å:
C 1.2639 -2.4204 0.1091
C 0.3223 -1.6465 1.0419
H 1.7845 -3.1618 0.7188
H 0.6786 -2.9633 -0.6232
H 1.9749 -1.7420 -0.3451
H -0.4691 -1.2789 0.3863
H -0.1740 -2.1297 1.8793
H 0.6991 -0.7014 1.4320
C -0.8859 1.2519 -0.7059
C -0.6218 2.7600 -0.4495
H -0.3972 0.8900 -1.6060
H -0.6992 0.6530 0.1712
H -1.9643 1.1585 -0.8633
H -1.5239 3.3440 -0.3121
H 0.0284 2.8122 0.4221
H -0.0163 3.1745 -1.2557

***

Arrangement C

Molecular formula: C4H12
Method: DFT, ωB97M-V/def2-TZVPD

* net charge: 0
* highest occupied orbital energy: -11.32 eV
* frontier orbital gap: 12.421 eV
* LUMO energy: 1.104 eV

Positions of all 16 atoms, in Å:
C 0.4394 -0.2608 2.5126
C -0.0597 -1.4109 1.5555
H -0.1295 0.6580 2.4349
H 0.2286 -0.4042 3.4885
H 1.4762 -0.1272 2.3251
H -0.9765 -1.8861 1.8346
H 0.8260 -2.0989 1.4651
H -0.1850 -0.9628 0.5336
C -0.0158 1.2442 -2.6211
C -0.3919 0.3831 -1.4303
H 0.5948 2.0053 -2.2330
H 0.6181 0.7672 -3.3674
H -0.8760 1.5829 -3.1732
H 0.3691 -0.4247 -1.2345
H -1.3452 -0.0080 -1.6077
H -0.5725 0.9429 -0.4828

***

Arrangement D

Molecular formula: C4H12
Method: DFT, ωB97M-V/def2-TZVPD

* net charge: 0
* highest occupied orbital energy: -11.08 eV
* frontier orbital gap: 12.215 eV
* LUMO energy: 1.139 eV

Positions of all 16 atoms, in Å:
C 1.2756 2.0096 -0.4978
C -0.0737 2.2623 0.2719
H 1.0540 1.6464 -1.5054
H 1.9016 2.8789 -0.6907
H 1.8756 1.2116 -0.0558
H -0.7700 1.8227 -0.4360
H -0.0904 1.8738 1.2774
H -0.1856 3.3353 0.1545
C -0.1278 -1.6982 -0.1930
C -1.0450 -2.5760 0.6136
H 0.1677 -0.8223 0.3942
H 0.6605 -2.0764 -0.8304
H -0.7669 -1.1243 -0.8865
H -1.6866 -2.1075 1.3471
H -1.6222 -3.2041 -0.0807
H -0.5667 -3.4319 1.1177

***

Of them, arrangement A has the highest stability.

***

Arrangement A

Molecular formula: C4H12
Method: DFT, ωB97M-V/def2-TZVPD

* net charge: 0
* highest occupied orbital energy: -11.80 eV
* frontier orbital gap: 12.934 eV
* LUMO energy: 1.135 eV

Positions of all 16 atoms, in Å:
C -2.5415 -0.1032 1.1669
C -1.1059 -0.2844 1.6298
H -3.1190 -0.9554 1.5160
H -2.9811 0.7871 1.6089
H -2.6043 -0.0140 0.0886
H -0.4040 0.5099 1.3443
H -0.6634 -1.2126 1.2905
H -1.0724 -0.2721 2.7142
C 2.1728 0.8598 -1.4144
C 1.4421 -0.4763 -1.4161
H 2.6679 0.9999 -2.3716
H 1.4888 1.6947 -1.2870
H 2.9138 0.8895 -0.6083
H 0.9361 -0.6488 -0.4674
H 2.1570 -1.2949 -1.5649
H 0.7131 -0.4792 -2.2296

***

Arrangement B

Molecular formula: C4H12
Method: DFT, ωB97M-V/def2-TZVPD

* net charge: 0
* highest occupied orbital energy: -11.54 eV
* frontier orbital gap: 12.706 eV
* LUMO energy: 1.166 eV

Positions of all 16 atoms, in Å:
C 1.0570 -0.2795 -1.8786
C 2.2118 -0.6299 -0.9258
H 1.3189 0.5661 -2.5138
H 0.8380 -1.1372 -2.4882
H 0.1845 0.0382 -1.3254
H 2.3115 -1.7112 -0.8303
H 3.1435 -0.2230 -1.3086
H 2.0940 -0.2744 0.0607
C -1.6117 -0.1294 0.9039
C -1.6857 0.9947 1.9235
H -1.3191 -1.0910 1.3223
H -2.5667 -0.2594 0.4036
H -0.9262 0.1267 0.1045
H -2.0325 0.6903 2.9092
H -0.7225 1.4922 2.0767
H -2.2948 1.8268 1.5663

***

Arrangement C

Molecular formula: C4H12
Method: DFT, ωB97M-V/def2-TZVPD

* net charge: 0
* highest occupied orbital energy: -11.65 eV
* frontier orbital gap: 12.738 eV
* LUMO energy: 1.083 eV

Positions of all 16 atoms, in Å:
C -0.6669 -2.5791 0.4556
C 0.0640 -2.0862 1.7040
H -0.7580 -3.6724 0.4667
H -1.6899 -2.2134 0.3518
H -0.0781 -2.3635 -0.4357
H 1.1259 -1.9777 1.4927
H -0.1282 -2.6608 2.6123
H -0.2616 -1.0779 1.9320
C 1.0486 2.4974 -1.0597
C -0.4425 2.0726 -1.0935
H 1.5014 2.4041 -2.0432
H 1.0950 3.5474 -0.7819
H 1.5555 1.9820 -0.2502
H -1.0380 2.9446 -1.3901
H -0.5187 1.3194 -1.8674
H -0.8085 1.8635 -0.0934

***

Arrangement D

Molecular formula: C4H12
Method: DFT, ωB97M-V/def2-TZVPD

* net charge: 0
* highest occupied orbital energy: -11.48 eV
* frontier orbital gap: 12.627 eV
* LUMO energy: 1.144 eV

Positions of all 16 atoms, in Å:
C -0.6694 1.3715 0.8276
C 0.3433 2.4903 0.5819
H -0.1097 0.6335 1.4300
H -1.5121 1.5825 1.4796
H -0.9042 0.7340 -0.0292
H 0.8737 2.2829 -0.3531
H 0.9557 2.5520 1.4541
H -0.1419 3.4196 0.2686
C 0.0255 -1.5138 -1.3578
C 0.2644 -2.3568 -0.0844
H -1.0337 -1.1962 -1.3863
H 0.4063 -0.5001 -1.1936
H 0.3825 -1.9405 -2.2912
H -0.6021 -2.9605 0.1453
H 0.6564 -1.6505 0.6506
H 1.1879 -2.9407 -0.2070

***

Of them, arrangement A has the highest stability.